1.
{"formula": "C2H6NO", "method": "ωB97M-V/def2-TZVPD", "orbital_gap_ev": 12.142, "max_force_ha_per_bohr": 0.1105, "total_charge": 1, "elements": ["O", "N", "C", "C", "H", "H", "H", "H", "H", "H"], "xyz": [[2.214079, 0.296869, 0.110249], [-0.336743, -0.073268, 0.048115], [-1.206915, 0.749607, -0.200732], [-1.645677, -0.642604, 0.136067], [-1.946033, -0.912641, 1.220720], [2.774047, 0.893374, -0.371756], [2.677831, -0.463066, 0.432486], [-2.053918, -1.253165, -0.743150], [-1.253376, 1.828597, -0.487397], [0.776705, -0.423705, -0.144601]], "forces_ev_per_a": [[-1.5, -0.3, 0.2], [4.7, -2.8, -1.3], [-1.0, 2.1, 0.1], [-2.5, -1.1, 0.8], [0.1, 0.5, -2.2], [0.7, 0.1, -0.4], [1.2, -0.3, 0.2], [0.8, 0.7, 1.6], [-0.2, -1.2, 0.2], [-2.4, 2.3, 0.7]], "mulliken_charge": [-0.6441, 0.0179, 0.0034, -0.3281, 0.2465, 0.3319, 0.3419, 0.2530, 0.3449, 0.4328]}



2.
{"formula": "C2H6NO2", "method": "ωB97M-V/def2-TZVPD", "orbital_gap_ev": 4.710, "max_force_ha_per_bohr": 0.1177, "total_charge": 1, "elements": ["O", "O", "N", "C", "C", "H", "H", "H", "H", "H", "H"], "xyz": [[-3.595309, 4.312820, -0.181768], [-1.988626, 2.876421, 0.511800], [2.801276, -3.584233, -1.150296], [-2.995823, 3.603566, 0.837556], [2.425495, -3.329582, 0.107690], [3.798496, -3.327631, -1.598782], [-3.293444, 3.692436, 2.054643], [1.907267, -2.497672, 0.487692], [2.481294, -3.997033, 0.921005], [1.991807, -3.012365, -2.095769], [-3.532434, 5.263268, 0.106234]], "forces_ev_per_a": [[0.5, 0.8, 2.3], [-4.9, 2.8, 2.0], [-1.5, 4.1, -3.0], [4.8, -2.8, -0.2], [0.6, -0.6, -2.3], [-2.2, -2.0, 1.5], [0.3, 0.1, -3.5], [-1.8, 1.3, -0.8], [1.8, -1.4, 0.8], [3.1, -1.4, 3.9], [-0.6, -1.0, -0.5]], "mulliken_charge": [-0.3970, -0.4612, -0.4752, 0.2473, 0.0022, 0.4346, 0.2660, 0.2822, 0.2928, 0.4634, 0.3449]}



3.
{"formula": "C2H6NO2", "method": "ωB97M-V/def2-TZVPD", "orbital_gap_ev": [7.525, 9.122], "max_force_ha_per_bohr": 0.1403, "total_charge": 1, "elements": ["O", "O", "N", "C", "C", "H", "H", "H", "H", "H", "H"], "xyz": [[0.704670, -1.406653, -0.105564], [-0.860563, 0.436206, 0.050576], [1.470961, 0.834957, 0.070792], [-2.050530, -0.032919, 0.063470], [0.325114, -0.139233, -0.407655], [1.325903, 1.746895, 0.241872], [2.117697, 0.648278, -0.733370], [-2.893242, 0.709563, 0.060878], [1.971736, 0.475158, 0.894389], [-0.042624, -2.093606, -0.388635], [-2.069117, -1.178642, 0.253251]], "forces_ev_per_a": [[-2.5, -1.1, -0.1], [2.1, 0.9, -0.5], [1.5, -6.9, -1.7], [-1.1, -2.4, 0.9], [-0.7, 1.4, 0.2], [-1.4, 4.3, 0.1], [-0.3, 1.0, 0.9], [1.0, -1.1, 0.1], [-0.2, -0.2, 0.1], [2.4, 2.1, 0.6], [-0.8, 2.1, -0.6]], "mulliken_charge": [-0.4436, -0.1484, -0.2688, -0.1732, 0.1200, 0.2869, 0.4295, 0.2986, 0.3550, 0.3810, 0.1632]}



4.
{"formula": "C2H6NO2", "method": "ωB97M-V/def2-TZVPD", "orbital_gap_ev": 10.593, "max_force_ha_per_bohr": 0.1138, "total_charge": 1, "elements": ["O", "O", "N", "C", "C", "H", "H", "H", "H", "H", "H"], "xyz": [[0.607697, 0.817444, -0.189459], [1.061070, 0.350426, 2.081740], [-1.484781, -0.387468, -1.087120], [1.469439, 0.771207, 0.763391], [-1.638231, -1.437943, -1.806601], [-0.957537, 0.013645, -0.081143], [-1.200992, -1.311614, -2.916228], [-2.176428, -2.402746, -1.554857], [1.739727, 0.701927, 2.689142], [2.524494, 0.981708, 0.759434], [-1.873186, -0.613176, -0.165503]], "forces_ev_per_a": [[3.5, -0.7, 4.6], [1.0, 1.5, -3.6], [0.5, -0.4, 2.8], [-5.3, -1.1, 0.3], [1.0, 0.0, -3.1], [2.3, 1.5, -3.3], [-1.1, -0.6, 2.5], [0.6, 1.4, 0.0], [-0.2, -0.4, 0.0], [0.4, 0.4, -0.8], [-2.7, -1.6, 0.6]], "mulliken_charge": [-0.5918, -0.4149, -0.2100, 0.3097, -0.0726, 0.3830, 0.2666, 0.2819, 0.3562, 0.3587, 0.3334]}



5.
{"formula": "C2H6NO2P", "method": "ωB97M-V/def2-TZVPD", "orbital_gap_ev": 8.055, "max_force_ha_per_bohr": 0.0831, "elements": ["P", "O", "O", "N", "C", "C", "H", "H", "H", "H", "H", "H"], "xyz": [[2.758346, -0.189891, -0.065862], [1.001216, 0.664590, -0.633643], [-2.637627, 0.339284, -0.373637], [-1.423055, 0.973186, -0.924420], [-0.553976, -0.930853, 0.333827], [-0.348630, 0.334765, -0.446318], [0.188744, -1.034802, 1.237882], [2.789524, 0.495163, 1.224244], [-0.343574, -1.801523, -0.224789], [-1.500625, -0.797467, 0.693542], [3.426913, 0.962230, -0.558039], [-3.357257, 0.985321, -0.262786]], "forces_ev_per_a": [[-3.2, 1.9, 0.1], [-0.1, 0.2, -0.3], [0.8, -0.2, -0.4], [2.2, -0.2, 1.3], [3.6, 1.1, 1.9], [0.0, -1.0, 0.2], [-1.2, 0.6, -1.5], [-0.2, -0.7, -0.6], [-0.3, -0.9, -1.0], [-2.4, -0.9, 1.1], [-0.2, -0.2, -0.3], [1.1, 0.4, -0.6]], "mulliken_charge": [0.1534, -0.5283, -0.4138, -0.4531, -0.9846, 0.7814, 0.2409, 0.1052, 0.3009, 0.3879, 0.0991, 0.3110]}



6.
{"formula": "C2H6NO2P", "method": "ωB97M-V/def2-TZVPD", "orbital_gap_ev": 9.984, "max_force_ha_per_bohr": 0.0849, "elements": ["P", "O", "O", "N", "C", "C", "H", "H", "H", "H", "H", "H"], "xyz": [[-0.692642, 0.820303, 0.309765], [3.437249, 0.165798, 1.448486], [0.550194, 1.163613, -0.733653], [3.346668, 0.542849, -0.860642], [-0.510566, -1.027275, 0.314242], [3.399419, 0.299607, 0.322118], [-1.311123, -1.481663, 1.086895], [2.571937, 0.577489, -1.506820], [0.151481, 0.737208, 1.398837], [0.513383, -1.204226, 0.608583], [-0.529814, -1.513813, -0.663482], [0.430597, 1.567023, -1.593162]], "forces_ev_per_a": [[-0.2, -0.7, -0.7], [0.6, -0.7, 3.3], [0.8, -0.1, -0.1], [0.9, -0.3, 0.0], [-1.5, -0.9, 0.9], [-1.5, 1.1, -4.0], [2.0, 0.8, -1.8], [0.1, -0.2, 0.7], [0.2, 0.9, 0.9], [0.1, -0.3, 0.7], [-0.9, 0.1, 0.0], [-0.8, 0.2, 0.1]], "mulliken_charge": [0.1567, -0.3772, -0.4926, -0.5633, -0.7981, 0.6158, 0.2687, 0.3533, 0.0241, 0.2137, 0.2855, 0.3135]}



7.
{"formula": "C2H6NO2S2", "method": "ωB97M-V/def2-TZVPD", "orbital_gap_ev": 7.577, "max_force_ha_per_bohr": 0.0133, "total_charge": -1, "elements": ["S", "S", "O", "O", "N", "C", "C", "H", "H", "H", "H", "H", "H"], "xyz": [[-1.549987, 1.414749, 1.034773], [-0.257891, 2.403999, -0.244594], [0.609191, -2.632951, 0.250480], [0.814387, -0.763125, -0.976120], [1.637154, -2.656880, -1.811186], [-0.512280, -0.006594, 1.524350], [0.968383, -1.984036, -0.755646], [0.311866, 0.370526, 2.167451], [1.927573, -2.056837, -2.579269], [-1.174721, -0.665058, 2.119966], [0.433014, 3.113498, 0.672293], [1.931021, -3.624347, -1.795621], [-0.088038, -0.527199, 0.643534]], "forces_ev_per_a": [[0.5, -0.1, -0.2], [-0.2, 0.0, 0.2], [0.2, -0.4, -0.2], [-0.1, 0.5, -0.2], [0.2, 0.0, -0.6], [0.1, 0.2, 0.6], [0.2, -0.4, -0.1], [-0.5, -0.3, -0.3], [-0.1, -0.5, 0.5], [0.3, 0.2, -0.3], [-0.1, 0.0, 0.0], [-0.2, 0.4, 0.3], [-0.4, 0.4, 0.4]], "mulliken_charge": [-0.1400, -0.2059, -0.7753, -0.7877, -0.4220, -0.2741, 0.6287, 0.2324, 0.1819, 0.2574, 0.1013, 0.1741, 0.0294]}



8.
{"formula": "C2H6NO2Si", "method": "ωB97M-V/def2-TZVPD", "orbital_gap_ev": 8.743, "max_force_ha_per_bohr": 0.1053, "total_charge": -1, "elements": ["Si", "O", "O", "N", "C", "C", "H", "H", "H", "H", "H", "H"], "xyz": [[-0.490113, -1.050648, 0.223478], [3.448154, -0.084999, 0.000288], [1.675844, -1.276599, -0.205215], [-0.377851, 0.617038, 0.179697], [2.245873, -0.180909, -0.024534], [1.296251, 1.038017, 0.270620], [0.173199, -1.402773, 1.532559], [-0.478701, -1.726318, -1.104013], [1.262448, 1.102987, 1.365225], [1.456477, 2.014647, -0.265156], [-0.711785, 1.054537, -0.686068], [-1.921790, -1.122736, 0.414983]], "forces_ev_per_a": [[1.4, -1.8, -0.2], [2.4, 1.7, 0.2], [-2.1, -0.6, -0.2], [3.8, 3.7, -1.1], [-1.1, 0.1, -0.4], [-3.1, -0.9, 0.4], [-0.8, -0.5, -0.2], [0.0, -0.5, 0.0], [0.7, 0.7, -0.3], [0.0, -1.2, 0.7], [0.1, -0.3, 0.4], [-1.4, -0.4, 0.6]], "mulliken_charge": [0.4701, -0.6955, -0.4973, -0.4369, 0.6386, -0.5462, -0.1593, -0.1696, 0.2146, 0.3167, 0.2379, -0.3730]}



9.
{"formula": "C2H6NO3", "method": "ωB97M-V/def2-TZVPD", "orbital_gap_ev": 8.088, "max_force_ha_per_bohr": 0.0454, "total_charge": -1, "elements": ["O", "O", "O", "N", "C", "C", "H", "H", "H", "H", "H", "H"], "xyz": [[-2.782042, -0.739843, -1.394115], [1.348812, -0.317703, 1.178092], [2.580998, 1.881447, 0.707152], [-0.526846, -1.037103, 0.093147], [-1.802208, -0.106114, -0.914101], [0.535118, -0.248499, 0.213093], [-1.953587, 0.780025, -0.270984], [2.015081, 1.089721, 0.975544], [3.384557, 1.454775, 0.403394], [-0.788674, -1.345070, 1.029020], [-0.984174, 0.032397, -1.640573], [0.658436, 0.667606, -0.380590]], "forces_ev_per_a": [[0.0, 0.1, 1.1], [-0.1, -0.1, -0.5], [-0.2, 0.1, 0.0], [-0.4, 1.3, -0.3], [0.2, -0.7, -2.0], [-0.4, -0.4, 2.3], [0.0, -0.2, 0.4], [0.6, 0.2, 0.1], [0.1, 0.0, 0.0], [0.2, -0.5, -0.3], [0.2, 0.6, 0.0], [-0.2, -0.5, -1.0]], "mulliken_charge": [-0.7039, -0.7013, -0.7348, -0.4771, -0.0738, 0.1919, 0.2073, 0.4401, 0.2674, 0.2087, 0.1270, 0.2485]}



10.
{"formula": "C2H6NO3", "method": "ωB97M-V/def2-TZVPD", "orbital_gap_ev": 7.721, "max_force_ha_per_bohr": 0.1035, "total_charge": -1, "elements": ["O", "O", "O", "N", "C", "C", "H", "H", "H", "H", "H", "H"], "xyz": [[2.565689, -0.596120, -1.434195], [-0.851747, 0.925916, 2.022035], [0.502018, -0.850891, -0.046173], [-1.487875, 0.339786, -0.132386], [-0.062366, 0.360594, -0.471884], [-1.638787, 0.477271, 1.224388], [3.036967, -1.186151, -0.831916], [0.493223, 1.227019, -0.101762], [1.439417, -0.878351, -0.614585], [-2.721223, 0.421114, 1.444388], [0.136545, 0.381128, -1.555038], [-1.411861, -0.621314, 0.497133]], "forces_ev_per_a": [[-0.5, -0.6, 0.7], [0.3, -0.4, 0.9], [-0.3, 0.2, 0.5], [0.9, -2.6, 0.8], [1.9, -0.6, -1.5], [-1.4, 4.9, 1.6], [0.5, 0.1, -0.3], [-0.4, 0.1, 0.6], [0.0, 0.5, -0.5], [0.0, -0.7, 0.5], [-0.9, 0.3, 0.0], [-0.2, -1.3, -3.2]], "mulliken_charge": [-1.0137, -0.5362, -0.6281, -0.5105, -0.1904, 0.1323, 0.1770, 0.1910, 0.4060, 0.3954, 0.3648, 0.2125]}